39
Properties=species:S:1:pos:R:3:forces:R:3 method="wB97M-V/def2-TZVPD" de_lowest_ev=2.461 largest_force_ev_per_a=3.1 smiles=CCNC[C@@H](C)NC.O.O.O.O.O total_energy_ha=-729.84237 mol_weight_da=206.28
O 4.17856 0.53351 1.38976 -0.512 0.188 0.744
O -1.40034 -1.31899 -2.90016 -0.129 0.435 -0.364
O -1.22528 -3.21440 -0.83189 0.380 -0.559 0.826
O 2.43566 -2.74958 -0.13958 -0.088 0.843 0.148
O 3.20586 0.23906 -2.11970 0.856 0.040 -0.708
N -2.38643 0.94515 -1.02101 -1.077 -1.075 0.426
N 0.54744 0.89794 1.40883 -1.738 0.450 0.784
C -3.51601 0.35226 -0.28037 -0.101 -1.124 -1.428
C -0.29934 1.98123 -1.35719 0.361 0.862 0.894
C -0.68412 0.51334 0.62431 2.560 -0.678 -0.673
C -1.30647 1.58940 -0.27472 -0.153 -0.590 -1.164
C 0.13086 1.29558 2.77629 1.411 0.293 -0.466
C -0.57694 0.26795 3.61927 -2.683 -0.939 1.197
H -1.74192 2.48665 0.22101 0.792 -0.396 0.275
H -0.76210 2.76306 -1.96616 0.591 0.395 0.177
H -1.08928 -0.60465 3.18819 0.805 0.066 -0.923
H 1.64268 -2.21725 0.03279 0.171 -0.431 -0.023
H -0.03976 1.20315 -2.06563 -0.252 -0.628 0.212
H 1.04489 1.52367 3.32941 0.013 0.475 -0.149
H 0.63574 2.23888 -0.82082 -0.434 0.555 -0.626
H -1.51472 0.72292 3.96724 0.259 0.291 0.526
H -0.44050 2.23498 2.64420 0.150 -0.567 0.342
H -3.48150 -0.75644 -0.27630 0.352 0.340 0.071
H -0.51981 -0.94272 -2.96874 0.345 -0.238 -0.028
H 3.30380 0.94902 1.42065 0.298 -0.034 -0.099
H 2.74451 1.07293 -1.98415 -0.364 -0.654 0.548
H 4.37469 0.43511 0.46540 0.121 -0.075 -0.733
H -1.91909 -0.50866 -2.78425 -0.176 -0.196 0.346
H -3.64068 0.62416 0.75249 -0.081 0.706 0.389
H -1.88651 -2.52441 -0.85031 -0.035 0.261 -0.354
H -0.12952 -0.18641 4.52304 0.520 0.760 -0.551
H -1.43145 -0.02109 1.20028 -0.057 -0.012 0.253
H 1.16506 0.09692 1.51153 -0.331 -0.097 -0.224
H -0.15946 -0.21436 -0.03854 -1.337 0.133 -0.232
H 2.92708 -0.52489 -1.60517 -0.501 0.495 0.300
H -2.80170 1.49977 -1.75214 0.484 0.610 0.120
H 2.11999 -3.49671 -0.64247 -0.216 -0.335 -0.189
H -1.04766 -3.43686 -1.74469 -0.173 0.231 -0.306
H -4.40855 0.54482 -0.89403 -0.035 0.200 0.658